Record 1
Computed, not measured: an isolated molecule of C6H12N2O3S2, with ωB97M-V/def2-TZVPD.

frontier orbital gap	0.3727	hartree
M	224.307	g/mol
ΔE to the lowest compared entry with this formula, charge and spin	117.08	kcal per mole
charge	0

Geometry (Å):
1 C -2.44032 -0.13288 1.60858
2 C -2.76294 0.78804 0.71918
3 C -1.89572 0.95792 -0.46167
4 N -2.55006 0.49348 -1.59410
5 O -0.62147 0.30542 -0.28359
6 S -0.40227 -1.16227 -0.85463
7 O -0.64190 -1.20293 -2.28318
8 S -1.03718 -2.58022 0.15426
9 O 1.26287 -1.06718 -0.71413
10 C 2.10381 -0.61274 0.39898
11 N 2.98625 -1.59827 0.81206
12 C 2.79927 0.61874 -0.13942
13 C 2.42611 1.87592 0.19689
14 H -3.04305 -0.43082 2.49813
15 H -1.44790 -0.59105 1.63227
16 H -3.66637 1.33139 0.60150
17 H -1.59068 2.02042 -0.52069
18 H -2.68619 -0.47248 -1.40572
19 H -2.03747 0.66929 -2.45706
20 H 1.31834 -0.26011 1.14961
21 H 3.16886 -1.95156 -0.13478
22 H 2.57050 -2.31392 1.44830
23 H 3.68659 0.60269 -0.85154
24 H 2.79706 2.64428 -0.44165
25 H 1.70385 2.06884 0.92241



Record 2
Computed, not measured: a cluster of 21 separate species, C84H147N21 in total, with ωB97M-V/def2-TZVPD.

frontier orbital gap	0.4105	hartree
M	1451.247	g/mol
ΔE to the lowest compared entry with this formula, charge and spin	68.36	kcal per mole
charge	0

Geometry (Å):
1 C -1.60386 5.98862 -2.76334
2 C -2.82060 5.24807 -3.33664
3 C -3.72794 6.10352 -4.24077
4 C -3.17067 6.22587 -5.58685
5 N -2.74046 6.17040 -6.67623
6 H -1.88349 6.77738 -2.08235
7 H -1.08165 6.38549 -3.58361
8 H -0.91739 5.31243 -2.34527
9 H -3.45111 4.81691 -2.59369
10 H -2.45727 4.44665 -3.94891
11 H -3.74818 7.04410 -3.70378
12 H -4.75813 5.72722 -4.36307
13 C 1.58637 5.84306 0.15938
14 C 1.71845 4.43147 0.77369
15 C 1.18563 3.29612 -0.06151
16 C -0.24357 3.36029 -0.28219
17 N -1.35793 3.21172 -0.39553
18 H 2.26515 6.54793 0.65884
19 H 0.56443 6.24971 0.13287
20 H 1.89860 5.88481 -0.87299
21 H 1.13629 4.41825 1.70390
22 H 2.76039 4.18789 1.02137
23 H 1.34751 2.27205 0.36604
24 H 1.57132 3.27216 -1.08981
25 C 4.65827 -2.72536 1.35681
26 C 6.04746 -3.22663 1.69519
27 C 6.27127 -3.38142 3.22436
28 C 5.14675 -4.27764 3.61775
29 N 4.23367 -4.97536 3.75961
30 H 4.37759 -1.84698 1.93138
31 H 3.93194 -3.52291 1.51850
32 H 4.62203 -2.44267 0.34124
33 H 6.75107 -2.48126 1.17528
34 H 6.35436 -4.22650 1.22349
35 H 6.09918 -2.45013 3.70786
36 H 7.18009 -3.88357 3.48413
37 C -2.56409 -0.73683 -4.45636
38 C -2.52576 0.52700 -3.59751
39 C -1.18514 1.21071 -3.53300
40 C -0.46328 1.11194 -4.79486
41 N 0.08839 0.94202 -5.82132
42 H -1.94470 -1.57420 -4.08829
43 H -2.21195 -0.42371 -5.46778
44 H -3.62335 -1.00891 -4.62856
45 H -2.91074 0.33244 -2.60048
46 H -3.15560 1.21725 -4.10445
47 H -0.55330 0.77331 -2.71304
48 H -1.31317 2.23202 -3.30575
49 C -0.59187 -0.89766 8.86144
50 C -1.01746 -0.98288 7.43494
51 C -2.27257 -0.19081 7.07228
52 C -2.24616 1.22189 7.52901
53 N -2.23721 2.28262 7.98294
54 H -0.11261 0.13016 9.18568
55 H 0.15599 -1.68458 9.04296
56 H -1.49429 -1.02881 9.51516
57 H -1.18823 -2.05525 7.11791
58 H -0.23130 -0.69726 6.77798
59 H -3.08013 -0.64745 7.54527
60 H -2.43412 -0.27754 5.97729
61 C 4.42664 -0.28240 -6.24421
62 C 3.33997 0.41596 -5.47811
63 C 2.95356 -0.45863 -4.26763
64 C 2.27413 0.27633 -3.22835
65 N 1.84942 0.73412 -2.25925
66 H 4.70128 0.20108 -7.21736
67 H 4.11875 -1.28797 -6.55456
68 H 5.36660 -0.33662 -5.70918
69 H 2.49397 0.52033 -6.19589
70 H 3.59157 1.40896 -5.15165
71 H 3.86892 -0.86009 -3.76174
72 H 2.28266 -1.27962 -4.52978
73 C -1.81879 -5.35220 -3.23426
74 C -0.84816 -4.38047 -4.01299
75 C 0.32867 -5.29006 -4.47177
76 C 1.36775 -4.44524 -5.06442
77 N 2.17865 -3.76742 -5.51728
78 H -2.69690 -4.82283 -2.88457
79 H -1.28820 -5.94454 -2.47479
80 H -2.24462 -6.07887 -3.97900
81 H -0.47610 -3.57414 -3.36912
82 H -1.36378 -3.81932 -4.86302
83 H -0.08985 -6.00223 -5.18690
84 H 0.84532 -5.93545 -3.72053
85 C 3.12344 -6.18625 0.64865
86 C 1.67424 -5.89023 0.83916
87 C 0.96432 -5.26678 -0.44137
88 C 1.52638 -3.95799 -0.90594
89 N 1.97627 -2.92052 -1.21770
90 H 3.44625 -6.49016 1.63322
91 H 3.72910 -5.31017 0.39866
92 H 3.31173 -6.99900 -0.05119
93 H 1.52300 -5.20419 1.68836
94 H 1.18299 -6.86734 0.99909
95 H -0.08869 -5.16631 -0.20479
96 H 1.01644 -5.96187 -1.22840
97 C 1.87518 4.26624 -3.82458
98 C 1.83972 4.43308 -5.33900
99 C 3.18507 4.51554 -6.06771
100 C 4.15897 5.34445 -5.29328
101 N 4.88576 5.94774 -4.63089
102 H 0.94140 4.43618 -3.35756
103 H 2.64703 4.90907 -3.44252
104 H 2.28223 3.25877 -3.53862
105 H 1.38476 5.43002 -5.54758
106 H 1.15348 3.75702 -5.84626
107 H 2.99788 4.96010 -7.09826
108 H 3.61320 3.52893 -6.27154
109 C -10.01880 -0.64761 -5.66511
110 C -9.18890 -1.91050 -5.49051
111 C -7.95481 -1.82071 -4.56445
112 C -7.21078 -0.55838 -4.86642
113 N -6.54160 0.34242 -5.13409
114 H -10.15824 -0.16399 -4.64267
115 H -10.95442 -0.90978 -6.09596
116 H -9.53189 0.06249 -6.24819
117 H -8.89439 -2.31033 -6.46635
118 H -9.80886 -2.66790 -4.93804
119 H -7.38700 -2.69538 -4.68287
120 H -8.23868 -1.78126 -3.47635
121 C 2.06806 1.75810 7.39063
122 C 1.66028 1.41860 5.91862
123 C 2.95238 1.41639 5.01527
124 C 2.65019 1.46599 3.56897
125 N 2.13921 1.47294 2.53973
126 H 1.25490 1.50451 8.08396
127 H 2.20252 2.87768 7.55632
128 H 2.94140 1.28810 7.69824
129 H 0.87599 2.03036 5.60199
130 H 1.37640 0.37752 5.91312
131 H 3.50508 0.42654 5.04821
132 H 3.65293 2.17199 5.41310
133 C -2.35487 7.14284 1.38424
134 C -3.64394 6.58956 2.06092
135 C -4.33244 5.61208 1.13074
136 C -5.02371 6.20528 0.00194
137 N -5.51552 6.82158 -0.84561
138 H -1.73877 6.35862 0.97740
139 H -1.82394 7.72807 2.08280
140 H -2.65612 7.71246 0.49961
141 H -4.32771 7.44726 2.25183
142 H -3.44441 6.06507 2.96023
143 H -5.01058 4.97008 1.62148
144 H -3.61207 4.89178 0.64536
145 C -4.27298 2.46126 -1.22657
146 C -5.54769 1.85936 -1.85858
147 C -6.10385 0.77061 -0.90656
148 C -5.31402 -0.43534 -0.95091
149 N -4.62077 -1.28483 -1.16150
150 H -4.52845 3.12290 -0.43637
151 H -3.72439 2.99498 -2.03518
152 H -3.58303 1.78745 -0.76697
153 H -5.36705 1.39890 -2.85274
154 H -6.26519 2.63427 -2.02960
155 H -7.18951 0.46442 -1.14353
156 H -5.97368 1.16152 0.11433
157 C -8.38418 -5.78392 -0.74142
158 C -7.63246 -4.70464 -1.48690
159 C -6.39765 -4.35619 -0.70724
160 C -6.79639 -3.91925 0.67051
161 N -7.13896 -3.83236 1.76175
162 H -8.75482 -5.51494 0.24590
163 H -7.78412 -6.66668 -0.61525
164 H -9.25487 -6.14218 -1.24432
165 H -8.19639 -3.77546 -1.54990
166 H -7.26460 -4.91468 -2.49980
167 H -5.95701 -3.46885 -1.09295
168 H -5.71694 -5.18173 -0.62520
169 C 4.27368 0.34310 -0.22102
170 C 5.49097 0.76610 0.54545
171 C 6.72999 0.84818 -0.36550
172 C 7.12378 -0.55684 -0.82720
173 N 7.47613 -1.60123 -1.19101
174 H 3.94597 1.05113 -1.01512
175 H 3.40988 0.13977 0.43516
176 H 4.51196 -0.59800 -0.69875
177 H 5.60050 -0.01433 1.31135
178 H 5.35422 1.73543 1.03861
179 H 7.59119 1.29885 0.24945
180 H 6.47237 1.42915 -1.22702
181 C 7.95711 3.77485 2.52508
182 C 7.10007 4.97907 2.03739
183 C 6.56567 5.80944 3.19573
184 C 5.52293 5.11890 3.98356
185 N 4.78479 4.53686 4.64982
186 H 8.83300 4.06285 2.98585
187 H 8.18149 3.05469 1.74239
188 H 7.43969 3.24547 3.27984
189 H 6.28764 4.60954 1.36479
190 H 7.59733 5.62930 1.36347
191 H 6.11831 6.70727 2.79895
192 H 7.44079 6.07057 3.75909
193 C -2.01422 -2.18879 3.21714
194 C -3.47281 -2.32082 2.98015
195 C -3.93334 -3.76213 2.94684
196 C -3.23700 -4.62351 1.99125
197 N -2.66909 -5.22142 1.19372
198 H -1.74594 -2.68916 4.12399
199 H -1.70645 -1.13347 3.24335
200 H -1.43482 -2.67129 2.49067
201 H -3.82105 -1.89265 2.07393
202 H -4.05097 -1.88434 3.79211
203 H -5.00495 -3.80264 2.82326
204 H -3.70257 -4.21449 3.98404
205 C 6.72081 -4.43294 -4.25129
206 C 5.58380 -3.39191 -4.04496
207 C 4.80274 -3.76651 -2.76554
208 C 4.05544 -5.02130 -2.89892
209 N 3.37109 -5.93297 -3.06142
210 H 7.52525 -4.07176 -4.98023
211 H 6.32903 -5.38386 -4.53743
212 H 7.20644 -4.57882 -3.30466
213 H 4.86924 -3.20273 -4.85018
214 H 6.01560 -2.39584 -3.88445
215 H 3.99291 -3.01717 -2.53743
216 H 5.53421 -3.68989 -1.94906
217 C 0.76133 -4.16689 5.40476
218 C 1.90440 -3.14131 5.59413
219 C 2.96904 -3.76999 6.56469
220 C 4.15255 -2.86203 6.55309
221 N 4.86651 -1.97177 6.41866
222 H 0.04814 -4.16451 6.24598
223 H 1.12477 -5.17448 5.31332
224 H 0.14649 -3.89868 4.50729
225 H 1.46636 -2.22342 5.86725
226 H 2.37557 -2.97293 4.64830
227 H 3.20297 -4.79528 6.25724
228 H 2.59252 -3.85547 7.62273
229 C -2.35040 3.15532 4.89829
230 C -1.51757 2.18593 4.10635
231 C -1.87538 1.95189 2.65754
232 C -3.25375 1.52892 2.39457
233 N -4.33670 1.22176 2.14410
234 H -1.96788 3.29539 5.91573
235 H -3.43090 2.75334 4.97592
236 H -2.37555 4.14622 4.48335
237 H -1.53432 1.19444 4.56744
238 H -0.52399 2.67156 4.14409
239 H -1.24566 1.19056 2.26141
240 H -1.61229 2.81792 2.03798
241 C -1.06732 -1.69805 -1.14336
242 C -1.05350 -0.70562 0.01636
243 C 0.35049 -0.55152 0.55837
244 C 0.62313 -1.33751 1.75335
245 N 0.95539 -2.12938 2.56148
246 H -1.90090 -1.71698 -1.78483
247 H -0.97098 -2.69767 -0.68454
248 H -0.26999 -1.49146 -1.81863
249 H -1.84508 -0.91363 0.72231
250 H -1.37786 0.34229 -0.33189
251 H 0.58145 0.41358 0.74554
252 H 1.08366 -0.90954 -0.18295



Record 3
Computed, not measured: a cluster of 2 separate species, C10H16BrClNO7S in total, with ωB97M-V/def2-TZVPD.

frontier orbital gap	0.0914	hartree
M	409.662	g/mol
charge	-1

Geometry (Å):
1 O 3.31909 1.01250 0.57042
2 C 2.62554 0.06342 0.64305
3 O 2.53116 -0.73947 1.79106
4 C 1.81688 -0.38398 -0.55107
5 C 0.93556 0.76572 -1.01985
6 C -0.26519 0.99005 -0.09942
7 C -1.51888 1.28827 -0.91071
8 C -2.75251 1.47866 -0.00954
9 C -2.89878 0.37146 1.05784
10 C -3.43172 -0.99719 0.54183
11 C -3.62768 -1.07150 -0.94936
12 O -4.38967 -0.44544 -1.59703
13 Br -2.48222 -2.39476 -1.85479
14 C -1.56254 0.24491 1.77320
15 Cl -1.66708 -0.89698 3.13167
16 N -0.48520 -0.15809 0.83523
17 H 2.15528 -0.22308 2.51271
18 H 1.27805 -1.31684 -0.37419
19 H 2.58059 -0.58721 -1.32692
20 H 1.55927 1.65752 -1.04581
21 H 0.64829 0.58973 -2.05623
22 H -0.04191 1.87313 0.49999
23 H -1.68119 0.48708 -1.63245
24 H -1.31342 2.20853 -1.45041
25 H -3.66183 1.64305 -0.57765
26 H -2.57091 2.40924 0.53733
27 H -3.60531 0.75058 1.79187
28 H -4.37097 -1.24323 1.02942
29 H -2.71162 -1.76579 0.81190
30 H -1.34547 1.21834 2.19835
31 H -0.78408 -1.00177 0.33863
32 H 0.35081 -0.34599 1.40750
33 O 5.47745 0.36638 -1.49971
34 S 5.49594 -1.09713 -1.20640
35 O 4.10644 -1.64120 -1.49091
36 O 5.79675 -1.31801 0.23566
37 O 6.49113 -1.79089 -2.05520